--- i ---
Here is a structure of composition C33H41NO10P4S3W from the OMol25 dataset. Energies are from the ωB97M-V functional and the def2-TZVPD basis.

CARTESIAN COORDINATES (ANGSTROEM)
W 0.11604 -1.63370 -1.15199
S 1.21699 -2.80364 0.88834
P 1.42341 -0.88556 1.51309
C 0.87789 -0.00581 0.16610
P 1.99173 0.91283 -0.86949
S 1.94051 -1.57366 -2.15501
C 3.48705 1.64470 -0.07442
C 3.48508 2.86863 0.59934
C 4.66481 3.42181 1.07017
C 5.86709 2.75149 0.88162
C 5.88250 1.53325 0.22011
C 4.69961 0.98810 -0.26255
C 1.16461 2.48354 -1.33758
C 1.63725 3.16961 -2.45667
C 1.03032 4.34556 -2.87787
C -0.06241 4.85390 -2.18280
C -0.54134 4.17500 -1.07038
C 0.06353 2.99474 -0.65718
C 3.06891 -0.62226 2.21740
C 3.32357 0.49710 3.00703
C 4.59089 0.70045 3.52740
C 5.60005 -0.22185 3.27937
C 5.34556 -1.34224 2.50405
C 4.08190 -1.53987 1.96604
C 0.32994 -0.65482 2.95314
C -0.77950 0.16843 2.83685
C -1.65060 0.32687 3.90872
C -1.41390 -0.34682 5.09718
C -0.30488 -1.17651 5.21673
C 0.56633 -1.32799 4.15034
H 2.54906 3.39789 0.73572
H 4.65134 4.37611 1.58212
H 6.79107 3.18260 1.24614
H 6.81925 1.01192 0.06859
H 4.70900 0.04744 -0.80238
H 2.47276 2.76025 -3.01331
H 1.40649 4.86448 -3.75053
H -0.53534 5.77164 -2.50795
H -1.39039 4.57147 -0.52648
H -0.31198 2.43937 0.19597
H 2.53166 1.21008 3.20610
H 4.79308 1.57747 4.12828
H 6.58784 -0.06255 3.69228
H 6.13265 -2.05969 2.31179
H 3.87300 -2.40933 1.35479
H -0.93067 0.66673 1.88499
H -2.51371 0.97683 3.82090
H -2.09155 -0.22594 5.93236
H -0.12051 -1.70236 6.14438
H 1.43447 -1.97149 4.24294
N -3.41662 0.39757 -3.73949
C -2.20098 -0.39377 -4.10635
C -2.17754 -0.66119 -5.60369
P -2.08478 -1.90736 -3.09608
O -3.01413 -2.96291 -3.82736
O -0.61407 -2.24151 -3.20333
O -2.49039 -1.63263 -1.67439
P -0.66698 0.53099 -3.55232
O -1.33777 1.99893 -3.55697
O 0.46289 0.41213 -4.47724
O -0.52409 0.13932 -2.06257
H -4.26730 -0.10199 -3.99505
H -3.38373 1.29422 -4.22435
H -3.47338 0.64070 -2.69634
H -3.05153 -1.23729 -5.91226
H -1.28274 -1.23027 -5.84903
H -2.13220 0.27467 -6.16467
H -2.94129 -3.81248 -3.33808
H -0.67645 2.70893 -3.50612
C -3.80743 -3.71447 0.37756
C -2.29325 -3.72441 0.47864
C -1.82933 -4.77301 1.48597
O -1.83775 -2.41659 0.87151
C -1.66596 -4.05812 -0.89074
O -2.26899 -4.74304 -1.70025
O -0.45274 -3.61077 -1.07277
H -4.23577 -3.40173 1.33079
H -4.15995 -4.71543 0.13427
H -4.13259 -3.04439 -0.41647
H -2.27281 -4.55895 2.46110
H -0.74293 -4.77237 1.57687
H -2.14895 -5.76479 1.16690
H -1.14429 -2.53672 1.53540
C -3.24122 2.43921 0.84899
S -3.00687 0.96062 -0.14065
C -3.95372 -0.16759 0.85876
O -3.88889 1.22370 -1.35080
H -3.14412 3.27176 0.15594
H -2.46287 2.50050 1.60754
H -4.23008 2.44084 1.30521
H -3.45402 -0.29831 1.81737
H -3.95181 -1.11183 0.32595
H -4.96105 0.23558 0.96481

Properties
HOMO energy (alpha / beta)   -0.2517 / -0.2517 Eh
Lowest unoccupied orbital energy (alpha / beta)   -0.24 / -0.23 eV
HOMO-LUMO gap (alpha / beta)   0.2430 / 0.2431 Ha

Atomic partial charges in e from the Mulliken method, atoms 1 to 4: W 2.541; S -0.689; P 1.520; C -0.909

***

--- ii ---
Here is a structure of composition C33H41NO10P4S3W from the OMol25 dataset. Energies are from the ωB97M-V functional and the def2-TZVPD basis.

CARTESIAN COORDINATES (ANGSTROEM)
W -0.18030 -0.19000 -0.06871
S 1.06375 -1.95528 -0.37557
P -1.98935 -1.95429 0.21205
C -1.71409 -0.71878 -0.98366
P -0.74489 -0.45140 -2.87061
S 1.05813 -0.48221 -3.56557
C -1.61346 1.08457 -3.30067
C -2.98747 1.23045 -3.15434
C -3.60144 2.41604 -3.52662
C -2.83879 3.47562 -4.00285
C -1.45904 3.34738 -4.10405
C -0.84749 2.14942 -3.76598
C -1.65552 -1.86134 -3.57292
C -2.77386 -1.75100 -4.38941
C -3.25575 -2.87403 -5.05265
C -2.61327 -4.09377 -4.92101
C -1.48655 -4.20010 -4.11552
C -1.00793 -3.09211 -3.44182
C -2.09909 -3.67068 -0.35178
C -3.22477 -4.04329 -1.08428
C -3.41446 -5.36769 -1.43484
C -2.48173 -6.32583 -1.05958
C -1.36048 -5.95886 -0.33058
C -1.17194 -4.63304 0.03520
C -3.63067 -1.66249 0.92776
C -4.60022 -0.90521 0.28379
C -5.81782 -0.66879 0.90818
C -6.06550 -1.17869 2.17528
C -5.09320 -1.92897 2.82536
C -3.87927 -2.16813 2.20299
H -3.57190 0.44248 -2.70312
H -4.67122 2.52258 -3.40740
H -3.32055 4.40253 -4.29179
H -0.85844 4.17581 -4.45748
H 0.22599 2.03316 -3.84790
H -3.25807 -0.79747 -4.53897
H -4.12316 -2.78245 -5.69417
H -2.98270 -4.96051 -5.45501
H -0.97564 -5.14816 -4.01494
H -0.11225 -3.16017 -2.83653
H -3.94756 -3.29222 -1.38087
H -4.28540 -5.65174 -2.01085
H -2.63147 -7.36215 -1.33539
H -0.63436 -6.70610 -0.03739
H -0.30114 -4.33942 0.60423
H -4.38553 -0.47274 -0.68193
H -6.57431 -0.08564 0.39721
H -7.01607 -0.99165 2.65907
H -5.27625 -2.31616 3.81905
H -3.11180 -2.73665 2.71708
N -4.16113 2.57398 2.13749
C -2.73960 2.91338 1.74115
C -2.37812 4.31490 2.21331
P -1.75381 1.59428 2.62537
O -0.46014 2.33031 3.16049
O -2.62880 1.16383 3.74883
O -1.38300 0.54061 1.60322
P -2.67960 2.64910 -0.09133
O -2.82393 4.17124 -0.60604
O -3.91399 1.85291 -0.36317
O -1.30745 2.16533 -0.48811
H -4.09199 1.96317 2.97870
H -4.54838 2.05596 1.31669
H -4.71761 3.40516 2.32038
H -2.43059 4.38147 3.30187
H -3.03981 5.05547 1.76096
H -1.35941 4.55276 1.91214
H 0.16145 2.56556 2.42191
H -2.67426 4.21928 -1.56275
C 3.00289 3.02098 1.21859
C 1.86987 3.27744 0.23550
C 1.98643 4.64051 -0.42974
O 0.64841 3.20914 0.97248
C 1.92874 2.17202 -0.83671
O 2.68895 2.25316 -1.76808
O 1.14868 1.14991 -0.59792
H 3.00303 3.79908 1.98418
H 3.95941 3.03048 0.69832
H 2.86368 2.04852 1.69476
H 2.05309 5.41424 0.33602
H 1.10470 4.83346 -1.04386
H 2.86704 4.67607 -1.06752
H -0.06823 2.95023 0.35052
C 1.99560 -2.25653 3.06196
S 0.64062 -1.08302 2.99582
C 1.02286 -0.20536 4.50701
O 1.03404 -0.11802 1.88611
H 2.93178 -1.71636 3.19521
H 2.00060 -2.77879 2.10810
H 1.81462 -2.94926 3.88349
H 1.01725 -0.92392 5.32614
H 0.25840 0.55190 4.65566
H 2.00218 0.25804 4.39352

Properties
HOMO energy (alpha / beta)   -0.2715 / -0.2715 Eh
Lowest unoccupied orbital energy (alpha / beta)   -0.83 / -0.83 eV
HOMO-LUMO gap (alpha / beta)   0.2409 / 0.2410 Ha

Atomic partial charges in e from the Mulliken method, atoms 1 to 4: W 0.841; S -0.484; P -0.334; C 0.402

***

Energetically preferred structure: i | next structure: +0.0461 hartree

***

--- i ---
Here is an isolated molecule of C3H9ISi from the OMol25 dataset. Energies are from the ωB97M-V functional and the def2-TZVPD basis.

CARTESIAN COORDINATES (ANGSTROEM)
C -1.42896 1.17899 -0.27598
C 0.83241 -1.05119 0.20694
C 1.54594 0.27858 0.17446
Si -1.18980 -0.70545 -0.02037
I 3.73849 0.10780 -0.03559
H -1.42625 1.47824 -1.38106
H -2.39732 1.48945 0.09675
H -0.65794 1.72297 0.32798
H 1.08506 -1.61892 1.17091
H 1.16133 -1.70352 -0.68603
H 1.03736 0.82299 -0.66940
H 1.22519 0.76757 1.08438
H -1.52136 -1.52227 -1.12295
H -2.00416 -1.24524 1.12995

Properties
HOMO energy   -0.3427 Eh
Lowest unoccupied orbital energy   0.37 eV
HOMO-LUMO gap   0.3565 Ha

Atomic partial charges in e from the Mulliken method, atoms 1 to 4: C -1.030; C -0.634; C -1.040; Si 0.492

***

--- ii ---
Here is a structure of composition C3H9ISi from the OMol25 dataset. Energies are from the ωB97M-V functional and the def2-TZVPD basis.

CARTESIAN COORDINATES (ANGSTROEM)
C 0.81341 2.48558 -0.03689
C 0.37636 -2.89598 1.26361
C -0.64308 -2.46447 0.54765
Si -0.67222 1.55840 -0.71513
I 0.05669 0.68224 -3.80510
H 1.49567 2.64869 -0.80719
H 0.47423 3.42672 0.41537
H 1.43897 1.92783 0.74086
H 0.92101 -3.83246 1.01842
H 0.91944 -2.35057 2.12599
H -1.19252 -1.61367 1.04460
H -0.99445 -3.16123 -0.20846
H -1.34331 2.47488 -1.76046
H -1.65019 1.11405 0.17673

Properties
HOMO energy   -0.3173 Eh
Lowest unoccupied orbital energy   -1.92 eV
HOMO-LUMO gap   0.2469 Ha

Atomic partial charges in e from the Mulliken method, atoms 1 to 4: C -0.844; C -0.474; C -0.408; Si 0.406

***

Energetically preferred structure: i | next structure: +0.0776 hartree